<a>
{
  "formula": "C3H10N3S",
  "method": "ωB97M-V/def2-TZVPD",
  "homo_lumo_gap_ev": 8.94,
  "smiles": "C[C@@H](S)/C(N)=N/[NH3+]",
  "e_lumo_ev": -3.810,
  "total_charge": 1,
  "symbols": ["C", "C", "C", "N", "N", "N", "S", "H", "H", "H", "H", "H", "H", "H", "H", "H", "H"],
  "positions_angstrom": [[0.153, 0.406, 0.129], [-1.415, -1.551, -0.350], [-1.084, -0.062, -0.617], [1.134, 0.418, -0.695], [0.152, 0.586, 1.462], [2.591, 0.766, -0.413], [-2.400, 1.116, -0.110], [-1.653, -1.917, 0.605], [-2.227, -2.019, -0.942], [-0.548, -2.037, -0.704], [-0.820, 0.026, -1.705], [-0.741, 0.423, 1.991], [0.958, 0.896, 2.046], [2.790, 1.289, -1.308], [3.324, 0.038, -0.619], [2.739, 1.333, 0.422], [-2.951, 0.288, 0.807]],
  "lowdin_charge": [-0.497, -0.094, -0.615, 0.068, 0.150, 0.170, 0.790, 0.061, 0.105, 0.064, 0.124, 0.129, 0.136, 0.184, 0.188, 0.151, -0.114]
}

---

<b>
{
  "formula": "C3H10N3S",
  "method": "ωB97M-V/def2-TZVPD",
  "homo_lumo_gap_ev": 8.15,
  "e_lumo_ev": -5.467,
  "total_charge": 1,
  "symbols": ["C", "C", "C", "N", "N", "N", "S", "H", "H", "H", "H", "H", "H", "H", "H", "H", "H"],
  "positions_angstrom": [[1.766, -0.095, 0.355], [0.102, 1.872, 0.182], [-2.296, -1.040, -0.514], [1.297, 1.119, -0.211], [0.819, -1.242, 0.475], [-0.988, 1.088, -0.006], [-1.233, -0.249, 0.660], [2.656, -0.386, -0.201], [2.077, 0.073, 1.398], [0.357, 2.198, 1.253], [0.165, 2.653, -0.635], [-3.292, -1.163, -0.079], [-1.891, -1.896, -0.993], [-2.219, -0.292, -1.374], [1.204, 1.030, -1.262], [0.862, -1.912, 1.292], [0.613, -1.758, -0.340]],
  "lowdin_charge": [-0.254, -0.341, -0.254, -0.064, -0.049, -0.314, 1.120, 0.134, 0.137, 0.157, 0.153, 0.069, 0.045, 0.093, 0.150, 0.147, 0.072]
}

---

<a> is favored, and the nearest alternative lies 1.518 eV above it.

---

<a>
{
  "formula": "CHI3O",
  "method": "ωB97M-V/def2-TZVPD",
  "homo_lumo_gap_ev": 7.53,
  "e_lumo_ev": -1.713,
  "symbols": ["C", "O", "I", "I", "I", "H"],
  "positions_angstrom": [[-3.001, -0.380, 1.727], [-2.725, -1.432, 1.522], [-1.287, 1.047, -0.752], [-5.241, 0.952, 0.482], [-5.290, -1.383, -0.771], [-0.598, 1.016, 0.575]],
  "lowdin_charge": [-0.368, -0.034, 0.528, 0.168, 0.118, -0.412]
}

---

<b>
{
  "formula": "CHI3O",
  "method": "ωB97M-V/def2-TZVPD",
  "homo_lumo_gap_ev": 7.75,
  "e_lumo_ev": -1.644,
  "symbols": ["C", "O", "I", "I", "I", "H"],
  "positions_angstrom": [[0.337, 0.085, -0.122], [-0.059, -0.341, 1.051], [-0.081, -1.236, -1.773], [-0.113, 2.131, -0.580], [-2.043, -0.579, 1.383], [1.959, -0.060, 0.040]],
  "lowdin_charge": [-1.549, -0.905, 0.669, 0.692, 0.888, 0.205]
}

---

<a> is favored, and the nearest alternative lies 2.861 eV above it.

---

<a>
{
  "formula": "C7H14N2O2S",
  "method": "ωB97M-V/def2-TZVPD",
  "homo_lumo_gap_ev": 8.56,
  "e_lumo_ev": 0.463,
  "symbols": ["C", "C", "C", "C", "C", "C", "C", "H", "H", "H", "H", "H", "H", "H", "H", "H", "H", "H", "H", "H", "H", "N", "N", "O", "O", "S"],
  "positions_angstrom": [[-2.916, -0.350, 0.880], [-2.605, 0.323, -0.425], [-0.769, -1.315, -1.081], [0.810, -1.204, -1.095], [2.429, 0.579, -0.422], [3.171, -0.552, 0.255], [-0.121, 0.846, -0.303], [-1.461, -1.386, 1.468], [-3.968, -0.154, 1.361], [-2.388, 0.208, 1.658], [-3.020, -0.098, -1.383], [-2.722, 1.480, -0.418], [-0.978, -1.732, -2.327], [-1.269, -2.078, -0.099], [1.301, -1.147, -2.180], [1.434, -2.042, -0.456], [2.861, 0.472, -1.452], [2.536, 1.481, 0.172], [3.156, -1.536, -0.402], [4.207, -0.239, 0.511], [3.184, -1.351, 2.009], [-1.181, 0.081, -0.730], [1.012, 0.175, -0.631], [-2.378, -1.706, 0.873], [2.467, -0.974, 1.505], [-0.150, 2.364, 0.325]],
  "lowdin_charge": [-0.247, -0.167, -0.133, -0.170, -0.147, -0.234, -0.850, 0.224, 0.150, 0.098, 0.134, 0.128, 0.174, 0.159, 0.141, 0.139, 0.135, 0.098, 0.123, 0.124, 0.064, -0.147, -0.145, -0.172, -0.099, 0.620]
}

---

<b>
{
  "formula": "C7H14N2O2S",
  "method": "ωB97M-V/def2-TZVPD",
  "homo_lumo_gap_ev": 8.66,
  "smiles": "OCCN1CCN(CCO)C1=S",
  "e_lumo_ev": 0.547,
  "symbols": ["C", "C", "C", "C", "C", "C", "C", "H", "H", "H", "H", "H", "H", "H", "H", "H", "H", "H", "H", "H", "H", "N", "N", "O", "O", "S"],
  "positions_angstrom": [[-3.096, 0.421, 0.900], [-2.519, 0.572, -0.507], [-0.726, -1.087, -1.179], [0.784, -1.093, -0.908], [2.390, 0.775, -0.373], [3.072, -0.088, 0.673], [-0.075, 1.005, -0.368], [-1.886, -0.882, 1.655], [-4.185, 0.574, 0.859], [-2.665, 1.192, 1.545], [-3.046, -0.084, -1.223], [-2.607, 1.607, -0.826], [-0.944, -1.051, -2.270], [-1.256, -1.928, -0.743], [1.361, -1.510, -1.711], [1.038, -1.625, 0.034], [3.029, 0.783, -1.290], [2.296, 1.823, -0.024], [3.289, -1.099, 0.238], [4.032, 0.394, 0.976], [2.649, -0.674, 2.481], [-1.125, 0.153, -0.538], [1.066, 0.329, -0.699], [-2.875, -0.886, 1.412], [2.185, -0.217, 1.771], [-0.186, 2.597, 0.116]],
  "lowdin_charge": [-0.254, -0.169, -0.110, -0.106, -0.183, -0.258, -0.782, 0.125, 0.122, 0.105, 0.131, 0.094, 0.133, 0.119, 0.117, 0.123, 0.136, 0.084, 0.118, 0.128, 0.093, -0.130, -0.114, -0.092, -0.066, 0.635]
}

---

<b> is favored, and the nearest alternative lies 4.808 eV above it.

---

<a>
{
  "formula": "C18H33ClN6",
  "method": "ωB97M-V/def2-TZVPD",
  "homo_lumo_gap_ev": 7.70,
  "e_lumo_ev": -5.036,
  "total_charge": 2,
  "symbols": ["C", "C", "N", "C", "C", "N", "C", "C", "H", "H", "H", "H", "H", "H", "H", "H", "H", "H", "H", "C", "C", "N", "C", "C", "N", "C", "C", "H", "H", "H", "H", "H", "H", "H", "H", "H", "H", "H", "C", "C", "N", "C", "C", "N", "C", "C", "H", "H", "H", "H", "H", "H", "H", "H", "H", "H", "H", "Cl"],
  "positions_angstrom": [[-1.608, -0.782, -1.645], [-0.537, -1.918, -1.647], [-0.786, -2.659, -0.474], [-1.589, -3.724, -0.331], [-1.780, -3.919, 1.057], [-0.949, -3.121, 1.780], [-0.289, -2.342, 0.852], [-0.886, -2.971, 3.204], [-1.486, -0.079, -0.821], [-2.627, -1.150, -1.771], [-1.331, -0.112, -2.459], [0.409, -1.465, -1.350], [-0.371, -2.496, -2.556], [-2.108, -4.161, -1.171], [-2.514, -4.536, 1.554], [0.295, -1.457, 1.054], [-0.562, -1.961, 3.454], [-0.103, -3.585, 3.647], [-1.807, -3.353, 3.644], [-2.856, 3.668, 0.289], [-3.478, 2.333, -0.004], [-3.273, 1.387, 1.098], [-2.086, 1.023, 1.725], [-2.476, 0.199, 2.895], [-3.826, -0.020, 2.814], [-4.330, 0.749, 1.756], [-4.637, -0.762, 3.718], [-3.161, 4.022, 1.274], [-2.979, 4.406, -0.504], [-1.804, 3.493, 0.511], [-3.119, 1.862, -0.919], [-4.521, 2.593, -0.189], [-1.120, 1.416, 1.444], [-1.901, -0.003, 3.786], [-5.401, 0.847, 1.665], [-4.497, -1.842, 3.751], [-5.674, -0.516, 3.488], [-4.495, -0.386, 4.731], [5.157, 1.477, -4.843], [4.121, 0.659, -4.118], [4.085, 0.721, -2.709], [3.150, 0.080, -1.963], [3.592, 0.171, -0.658], [4.563, 1.128, -0.570], [4.937, 1.401, -1.820], [5.040, 1.763, 0.658], [6.197, 1.171, -4.730], [5.074, 2.525, -4.556], [4.955, 1.346, -5.906], [4.020, -0.387, -4.406], [3.125, 0.995, -4.408], [2.306, -0.456, -2.370], [3.150, -0.176, 0.264], [5.795, 2.004, -2.075], [4.507, 1.552, 1.585], [4.985, 2.818, 0.391], [6.100, 1.541, 0.779], [1.400, 0.989, 2.106]],
  "lowdin_charge": [-0.038, -0.161, -0.084, 0.001, -0.007, -0.087, 0.074, 0.008, 0.054, 0.089, 0.081, 0.105, 0.145, 0.145, 0.135, 0.082, 0.090, 0.114, 0.107, -0.060, -0.185, -0.046, 0.002, 0.014, -0.119, 0.055, -0.007, 0.095, 0.100, 0.075, 0.118, 0.132, 0.022, 0.129, 0.158, 0.104, 0.105, 0.115, -0.056, -0.212, -0.060, -0.012, -0.030, -0.082, 0.041, 0.031, 0.089, 0.088, 0.093, 0.138, 0.134, 0.122, 0.062, 0.168, 0.088, 0.108, 0.106, -0.479]
}

---

<b>
{
  "formula": "C18H33ClN6",
  "method": "ωB97M-V/def2-TZVPD",
  "homo_lumo_gap_ev": 8.77,
  "e_lumo_ev": -4.372,
  "total_charge": 2,
  "symbols": ["C", "C", "N", "C", "C", "N", "C", "C", "H", "H", "H", "H", "H", "H", "H", "H", "H", "H", "H", "C", "C", "N", "C", "C", "N", "C", "C", "H", "H", "H", "H", "H", "H", "H", "H", "H", "H", "H", "C", "C", "N", "C", "C", "N", "C", "C", "H", "H", "H", "H", "H", "H", "H", "H", "H", "H", "H", "Cl"],
  "positions_angstrom": [[-32.055, 7.587, 2.429], [-32.506, 6.185, 2.855], [-32.929, 5.392, 1.613], [-32.516, 4.178, 1.138], [-33.282, 3.763, 0.017], [-34.307, 4.759, -0.160], [-34.033, 5.723, 0.806], [-35.330, 4.639, -1.242], [-32.759, 8.020, 1.719], [-31.058, 7.581, 1.987], [-31.986, 8.152, 3.358], [-33.353, 6.546, 3.438], [-31.702, 5.566, 3.253], [-31.628, 3.807, 1.628], [-33.188, 2.851, -0.553], [-34.567, 6.657, 0.898], [-35.720, 3.627, -1.352], [-34.755, 4.763, -2.161], [-36.080, 5.411, -1.072], [-28.943, 6.194, 0.600], [-27.579, 5.646, 0.149], [-26.523, 5.863, 1.161], [-25.731, 6.936, 1.430], [-24.754, 6.668, 2.414], [-25.097, 5.376, 2.829], [-26.115, 4.905, 2.030], [-24.290, 4.683, 3.848], [-28.902, 7.277, 0.715], [-29.240, 5.786, 1.566], [-29.733, 6.094, -0.145], [-27.170, 6.103, -0.752], [-27.654, 4.565, 0.029], [-25.893, 7.732, 0.719], [-23.876, 7.126, 2.845], [-26.625, 3.955, 2.079], [-24.499, 5.085, 4.839], [-23.258, 4.702, 3.496], [-24.657, 3.666, 3.984], [-28.532, 5.163, 5.293], [-28.652, 3.999, 6.275], [-27.555, 3.000, 6.264], [-26.389, 2.947, 7.044], [-25.633, 1.818, 6.559], [-26.301, 1.365, 5.431], [-27.540, 2.024, 5.331], [-25.851, 0.382, 4.518], [-27.748, 5.846, 5.618], [-29.444, 5.748, 5.416], [-28.301, 4.816, 4.286], [-29.612, 3.506, 6.128], [-28.571, 4.402, 7.285], [-26.104, 3.697, 7.768], [-24.693, 1.344, 6.801], [-28.359, 1.937, 4.632], [-25.338, -0.501, 4.898], [-25.297, 0.866, 3.714], [-26.784, 0.061, 4.055], [-29.195, 2.817, 2.203]],
  "lowdin_charge": [-0.069, -0.112, -0.034, -0.032, 0.032, -0.073, 0.019, 0.030, 0.079, 0.055, 0.089, 0.127, 0.119, 0.031, 0.131, 0.150, 0.105, 0.102, 0.104, -0.085, -0.140, -0.048, -0.008, 0.038, -0.094, -0.004, 0.017, 0.070, 0.034, 0.085, 0.134, 0.108, 0.137, 0.137, 0.091, 0.099, 0.113, 0.079, -0.072, -0.156, -0.056, 0.030, 0.027, -0.115, 0.019, -0.010, 0.074, 0.082, 0.025, 0.133, 0.127, 0.127, 0.136, 0.078, 0.117, 0.101, 0.109, -0.389]
}

---

<b> is favored, and the nearest alternative lies 0.867 eV above it.

---

<a>
{
  "formula": "CH2FNOS",
  "method": "ωB97M-V/def2-TZVPD",
  "homo_lumo_gap_ev": [8.99, 8.65],
  "e_lumo_ev": [-1.217, -1.383],
  "symbols": ["C", "N", "O", "F", "S", "H", "H"],
  "positions_angstrom": [[0.456, 0.589, 0.211], [-1.760, -0.384, 0.224], [2.890, 0.179, -0.002], [-1.440, -1.744, -0.223], [1.573, -0.500, -0.214], [0.083, 1.643, 0.599], [-1.802, 0.216, -0.596]],
  "lowdin_charge": [-0.272, 0.114, -0.583, -0.202, 0.844, 0.085, 0.014]
}

---

<b>
{
  "formula": "CH2FNOS",
  "method": "ωB97M-V/def2-TZVPD",
  "homo_lumo_gap_ev": 8.22,
  "e_lumo_ev": -2.444,
  "symbols": ["C", "N", "O", "F", "S", "H", "H"],
  "positions_angstrom": [[-0.475, 1.447, -0.077], [0.412, 0.571, -0.442], [-1.382, 1.429, 0.645], [-0.276, 2.570, -0.935], [0.102, -1.399, 0.664], [1.328, 1.013, -0.749], [-1.104, -1.795, -0.018]],
  "lowdin_charge": [-0.739, -0.016, 0.127, 0.005, 0.619, 0.129, -0.126]
}

---

<b> is favored, and the nearest alternative lies 5.368 eV above it.